1.
{"formula": "C32H48BF7IrN6O5P2S3", "method": "ωB97M-V/def2-TZVPD", "species": ["Ir", "F", "C", "F", "F", "C", "C", "C", "C", "N", "C", "S", "H", "H", "H", "F", "B", "F", "F", "F", "C", "C", "C", "O", "P", "S", "S", "O", "C", "C", "C", "H", "H", "H", "H", "H", "H", "H", "H", "H", "H", "H", "H", "H", "H", "O", "P", "N", "C", "C", "C", "C", "N", "C", "C", "C", "C", "N", "C", "C", "C", "C", "H", "H", "H", "H", "H", "H", "H", "H", "H", "H", "H", "H", "H", "H", "H", "H", "H", "H", "H", "H", "H", "H", "H", "H", "O", "C", "N", "C", "O", "C", "C", "C", "C", "C", "C", "H", "H", "H", "H", "N", "H", "H", "H"], "positions_angstrom": [[-0.4819, 0.1509, 0.0141], [-6.4725, -1.6276, 1.5942], [-5.1308, -1.7594, 1.6041], [-4.7362, -1.7357, 2.8815], [-4.8538, -2.9816, 1.1147], [-4.4801, -0.6748, 0.7921], [-5.2134, 0.3831, 0.3086], [-4.5834, 1.3940, -0.4151], [-3.2317, 1.3146, -0.6154], [-2.5139, 0.2832, -0.1585], [-3.0990, -0.7006, 0.5459], [-1.9665, -1.8745, 0.9928], [-6.2787, 0.4233, 0.4890], [-5.1410, 2.2307, -0.8081], [-2.6854, 2.0649, -1.1683], [0.9157, 0.3885, 4.2303], [-0.2565, -0.1273, 3.6796], [-0.2440, 0.2909, 2.2284], [-1.3788, 0.4178, 4.2451], [-0.2460, -1.5167, 3.6789], [-3.6481, 1.1369, -4.1553], [-3.3686, -0.3408, -4.3513], [-3.8403, -1.2002, -3.1944], [-1.9520, -0.5035, -4.6444], [-0.7176, -0.8702, -3.7104], [-0.6586, -2.7389, -3.2018], [-0.5510, 0.6262, -2.2584], [0.4703, -0.6124, -4.7273], [0.7561, 0.5030, -5.6228], [0.5811, 1.8587, -4.9668], [-0.0641, 0.3653, -6.8926], [-4.7161, 1.2939, -3.9936], [-3.3424, 1.7036, -5.0359], [-3.0990, 1.5098, -3.2936], [-3.8543, -0.6758, -5.2682], [-3.3361, -0.9144, -2.2723], [-3.6362, -2.2529, -3.3776], [-4.9154, -1.0635, -3.0642], [1.8087, 0.3466, -5.8572], [-0.4699, 2.0386, -4.7288], [0.9168, 2.6329, -5.6587], [1.1550, 1.9360, -4.0442], [-1.0992, 0.6565, -6.7206], [-0.0507, -0.6673, -7.2406], [0.3603, 1.0037, -7.6692], [1.5974, 0.4354, 0.1380], [2.9425, 0.5349, 0.8379], [4.1306, 1.0408, -0.1981], [4.4159, 0.3044, -1.4610], [4.6498, 1.3887, -2.5173], [5.0753, 2.5949, -1.6806], [4.1194, 2.4974, -0.5061], [2.9589, 1.5696, 2.0819], [1.9463, 2.6071, 2.3641], [2.5626, 3.4218, 3.5018], [3.4815, 2.4161, 4.1986], [4.0841, 1.6569, 3.0236], [3.4890, -0.8939, 1.4512], [2.5735, -1.5441, 2.4372], [2.8278, -3.0452, 2.2827], [4.2097, -3.1161, 1.6342], [4.1914, -1.9325, 0.6786], [3.5992, -0.3660, -1.7387], [5.3189, -0.2919, -1.3265], [3.7192, 1.6160, -3.0409], [5.3987, 1.0789, -3.2449], [4.9857, 3.5435, -2.2081], [6.1057, 2.4693, -1.3396], [3.1276, 2.8340, -0.8097], [4.4348, 3.0683, 0.3678], [1.0117, 2.1469, 2.6727], [1.7591, 3.2174, 1.4822], [1.7946, 3.8211, 4.1619], [3.1531, 4.2509, 3.1038], [2.8801, 1.7369, 4.8030], [4.2418, 2.8866, 4.8205], [4.4469, 0.6631, 3.2816], [4.9164, 2.2194, 2.5817], [1.5345, -1.2855, 2.2529], [2.8134, -1.1938, 3.4407], [2.0871, -3.4996, 1.6194], [2.7784, -3.5568, 3.2413], [4.3925, -4.0567, 1.1161], [4.9871, -2.9674, 2.3861], [3.6609, -2.2037, -0.2442], [5.1905, -1.5943, 0.4107], [-2.3622, 2.2724, 1.7723], [-1.4749, 2.7899, 1.1466], [-0.6551, 2.1793, 0.1633], [0.1881, 3.1375, -0.3994], [1.0009, 2.9702, -1.2784], [-0.1093, 4.4443, 0.2672], [0.4342, 5.6945, 0.0577], [-0.0161, 6.7291, 0.8733], [-0.9720, 6.5015, 1.8616], [-1.5243, 5.2369, 2.0473], [-1.0717, 4.2263, 1.2251], [1.1799, 5.8589, -0.7099], [0.3861, 7.7257, 0.7443], [-1.2926, 7.3227, 2.4897], [-2.2709, 5.0410, 2.8059], [0.4708, -1.7417, -0.3803], [1.4392, -1.5122, -0.5734], [0.0521, -2.2218, -1.1890], [0.4221, -2.3515, 0.4300]], "atomic_forces_ev_per_a": [[1.14, 1.15, -1.26], [0.08, -0.02, 0.03], [-0.07, -0.01, -0.03], [-0.01, -0.04, -0.05], [-0.01, 0.04, 0.04], [0.01, 0.10, 0.03], [0.01, 0.06, -0.07], [-0.14, -0.13, -0.03], [0.06, 0.05, -0.34], [-0.19, -0.49, 0.67], [-0.34, 0.08, -0.33], [-0.17, -0.46, 0.51], [0.01, 0.00, 0.02], [0.03, 0.01, 0.00], [-0.01, -0.02, 0.08], [-0.10, -0.03, -0.12], [-0.22, -0.18, 0.29], [0.09, 0.04, -0.21], [0.11, -0.09, -0.12], [0.02, 0.14, 0.00], [0.00, -0.02, -0.08], [0.05, 0.02, 0.13], [0.07, -0.01, -0.07], [-0.14, 0.31, 0.03], [0.09, -0.38, -0.11], [-0.09, -0.05, 0.21], [0.18, -0.23, -0.19], [0.16, 0.25, 0.10], [-0.23, -0.01, 0.00], [0.05, -0.08, 0.06], [0.02, -0.07, 0.01], [0.01, 0.01, 0.00], [-0.01, 0.00, 0.01], [-0.01, 0.03, 0.00], [0.05, -0.05, -0.03], [-0.02, -0.01, 0.05], [-0.01, -0.01, 0.00], [0.02, 0.02, 0.00], [0.03, -0.03, 0.02], [0.03, 0.05, -0.04], [-0.02, -0.01, -0.02], [0.01, 0.05, -0.02], [0.01, 0.00, -0.01], [0.03, 0.02, -0.03], [-0.02, 0.01, 0.01], [0.15, 0.35, 0.26], [0.45, -0.07, 0.02], [-0.27, -0.01, -0.40], [0.04, 0.08, 0.08], [0.00, 0.01, 0.08], [-0.05, -0.09, -0.03], [0.19, 0.01, 0.17], [-0.36, 0.08, 0.10], [-0.06, 0.02, -0.09], [0.06, -0.11, 0.02], [-0.08, 0.03, -0.06], [0.01, -0.01, 0.02], [-0.42, -0.34, -0.15], [0.16, 0.00, 0.01], [0.09, 0.08, -0.02], [-0.09, 0.01, 0.00], [0.14, 0.13, 0.09], [-0.03, 0.04, -0.02], [-0.02, -0.04, -0.03], [0.00, -0.02, 0.00], [-0.04, 0.01, -0.05], [0.01, -0.01, -0.01], [0.00, 0.06, 0.00], [-0.05, 0.01, 0.01], [0.05, -0.03, 0.00], [0.01, -0.02, 0.01], [0.11, 0.06, 0.01], [0.01, 0.05, -0.01], [-0.03, 0.03, 0.00], [0.05, -0.01, 0.02], [0.00, -0.01, 0.02], [-0.02, 0.00, 0.00], [0.01, -0.03, -0.01], [0.01, 0.00, 0.02], [-0.02, 0.03, 0.01], [-0.01, -0.02, 0.03], [-0.06, -0.04, -0.02], [0.05, 0.00, 0.03], [0.02, -0.02, -0.02], [0.01, -0.02, 0.00], [0.00, 0.01, -0.02], [0.06, -0.11, 0.07], [0.43, 0.11, -0.07], [-0.44, 0.38, 0.93], [-0.31, -0.16, -0.05], [0.11, 0.02, -0.06], [0.04, 0.05, -0.08], [0.06, 0.03, -0.03], [0.02, -0.02, 0.02], [-0.02, -0.03, -0.01], [-0.02, 0.01, 0.02], [-0.11, -0.03, 0.03], [0.00, -0.01, 0.02], [0.00, 0.00, 0.01], [0.01, 0.00, -0.01], [0.00, 0.02, -0.01], [-0.66, -0.39, 0.21], [-0.02, 0.04, -0.08], [0.06, -0.03, 0.02], [0.18, -0.06, -0.07]], "mulliken_spin": [0.435, 0.001, 0.052, 0.000, 0.002, -0.078, 0.001, -0.008, 0.011, -0.093, 0.037, 0.605, 0.001, 0.000, 0.000, 0.000, -0.036, -0.034, 0.001, 0.000, 0.000, 0.000, 0.005, 0.000, -0.003, 0.001, -0.012, -0.001, 0.000, 0.001, 0.000, 0.000, 0.000, 0.000, 0.000, -0.009, 0.000, 0.000, 0.000, 0.001, 0.000, -0.001, 0.000, 0.000, 0.000, 0.022, 0.001, 0.001, 0.000, 0.000, 0.000, 0.000, 0.000, 0.000, 0.000, 0.000, 0.000, 0.002, -0.009, -0.001, 0.000, 0.000, 0.000, 0.000, 0.000, 0.000, 0.000, 0.000, 0.001, 0.000, 0.002, 0.000, 0.000, 0.000, 0.000, 0.000, 0.000, 0.000, 0.005, 0.000, 0.001, 0.000, 0.000, 0.000, 0.000, 0.000, 0.001, -0.002, 0.076, -0.011, 0.004, -0.002, 0.000, 0.000, 0.000, 0.000, -0.004, 0.000, 0.000, 0.000, 0.000, 0.070, -0.020, -0.008, -0.007], "homo_energy_ha": [-0.308, -0.313], "gap_ev": [8.11, 6.66], "spin_multiplicity": 2, "largest_force_ha_per_bohr": 0.04000, "s2": 0.759, "total_charge": 0}



2.
{"formula": "C32H48CeF3N2O5S4Si", "method": "ωB97M-V/def2-TZVPD", "species": ["Ce", "O", "C", "C", "C", "C", "N", "C", "C", "C", "C", "C", "C", "O", "C", "C", "N", "H", "H", "H", "H", "H", "H", "H", "H", "H", "H", "H", "H", "S", "C", "S", "S", "F", "C", "F", "F", "C", "C", "C", "C", "C", "C", "H", "H", "H", "H", "H", "H", "H", "H", "H", "C", "C", "C", "C", "O", "Si", "S", "O", "C", "C", "C", "C", "O", "C", "C", "C", "C", "H", "H", "H", "H", "H", "H", "H", "H", "H", "H", "H", "H", "H", "H", "H", "H", "H", "H", "H", "H", "H", "H", "H", "H", "H", "H", "H"], "positions_angstrom": [[0.6904, -0.0127, 0.9090], [-0.7360, 6.3469, 4.5170], [0.2368, 5.4933, 5.1034], [0.6134, 4.3338, 4.2206], [0.8103, 4.5031, 2.8537], [1.0762, 3.3931, 2.0709], [1.1804, 2.1649, 2.5792], [1.0638, 2.0074, 3.8953], [0.7561, 3.0626, 4.7502], [1.3096, 0.6234, 4.4114], [1.9056, 0.4404, 5.6494], [2.2573, -0.8515, 6.0282], [3.0598, -1.1141, 7.2759], [3.9055, -0.0310, 7.6196], [1.9126, -1.8962, 5.1945], [1.2976, -1.6282, 3.9798], [1.0552, -0.3850, 3.5768], [-1.3143, 5.7987, 3.9752], [-0.1132, 5.1158, 6.0721], [1.1135, 6.1190, 5.2906], [0.7267, 5.4777, 2.3911], [1.1921, 3.4739, 0.9978], [0.5998, 2.8806, 5.8049], [2.1821, 1.2854, 6.2626], [3.6435, -2.0295, 7.1245], [2.4017, -1.2778, 8.1352], [4.4240, 0.1671, 6.8269], [2.1922, -2.9154, 5.4235], [1.0517, -2.4122, 3.2767], [4.9441, -1.7008, 3.1940], [3.7850, -1.1506, 2.0765], [3.5598, 0.5324, 1.7321], [2.7621, -2.2407, 1.1962], [-1.7423, 0.8657, -0.1122], [-1.1159, 1.8749, 0.6527], [-1.4502, 1.4017, 1.9771], [-1.9373, 2.9515, 0.5038], [-2.8833, -3.1649, 4.0373], [-3.0957, -3.0273, 2.5231], [-3.3215, -4.4192, 1.9156], [-4.3301, -2.1549, 2.2615], [-1.9117, -2.3989, 1.9175], [-0.9307, -1.8444, 1.4476], [-3.7468, -3.6530, 4.5008], [-2.7465, -2.1836, 4.4914], [-1.9914, -3.7570, 4.2434], [-4.1932, -4.8973, 2.3729], [-2.4478, -5.0508, 2.0763], [-3.4843, -4.3431, 0.8407], [-5.2203, -2.6169, 2.6997], [-4.4875, -2.0291, 1.1902], [-4.1939, -1.1635, 2.6931], [2.4273, -2.2616, -3.8744], [0.9736, -2.5113, -4.2503], [0.5194, -3.8600, -3.7060], [0.7927, -2.4501, -5.7617], [0.0951, -1.5507, -3.6658], [0.3207, 0.0430, -3.2753], [1.6250, 0.3814, -1.7390], [-1.1933, 0.5937, -2.9427], [-2.4897, 0.2141, -3.3675], [-2.9078, -1.0357, -2.6051], [-3.3931, 1.3866, -2.9978], [-2.5174, -0.0224, -4.8714], [0.7952, 0.7172, -4.7253], [1.3568, 1.9987, -4.9944], [1.0951, 2.2556, -6.4733], [0.6728, 3.0706, -4.1483], [2.8552, 1.9683, -4.7270], [3.0464, -3.0683, -4.2788], [2.5567, -2.2238, -2.7951], [2.7884, -1.3173, -4.2824], [1.0979, -4.6788, -4.1414], [-0.5354, -4.0140, -3.9389], [0.6413, -3.8863, -2.6240], [1.4743, -3.1444, -6.2603], [0.9904, -1.4423, -6.1226], [-0.2311, -2.7189, -6.0274], [-2.8540, -0.8523, -1.5341], [-2.2460, -1.8679, -2.8437], [-3.9334, -1.3180, -2.8623], [-3.2961, 1.5969, -1.9339], [-4.4383, 1.1625, -3.2263], [-3.0977, 2.2764, -3.5555], [-1.9070, -0.8805, -5.1447], [-2.1269, 0.8523, -5.3934], [-3.5425, -0.2035, -5.2067], [0.0229, 2.3175, -6.6614], [1.4994, 1.4333, -7.0647], [1.5623, 3.1866, -6.8015], [-0.4080, 3.0009, -4.2663], [0.9962, 4.0673, -4.4635], [0.9067, 2.9444, -3.0925], [3.3343, 1.2352, -5.3805], [3.0579, 1.6940, -3.6943], [3.2984, 2.9482, -4.9253]], "atomic_forces_ev_per_a": [[1.22, 0.05, 0.46], [-0.03, 0.03, -0.05], [0.08, 0.01, 0.04], [-0.01, -0.04, 0.02], [0.04, 0.03, -0.07], [0.01, -0.11, 0.25], [-0.36, 0.17, -0.05], [0.16, -0.45, 0.03], [0.05, 0.03, -0.19], [0.16, 0.38, -0.12], [0.00, -0.24, -0.03], [-0.08, 0.04, 0.05], [-0.05, -0.08, 0.01], [0.11, 0.07, -0.07], [-0.01, -0.11, -0.18], [0.01, 0.07, 0.15], [-0.45, 0.09, 0.01], [-0.03, 0.00, 0.02], [0.01, 0.00, -0.06], [-0.01, 0.00, 0.02], [-0.02, 0.03, 0.04], [-0.04, 0.00, 0.00], [0.00, -0.01, 0.03], [0.00, 0.02, 0.02], [-0.04, 0.02, 0.01], [0.04, 0.05, -0.05], [0.02, 0.00, 0.09], [0.02, -0.02, 0.04], [-0.04, 0.01, 0.06], [-0.28, 0.12, -0.06], [0.21, -0.04, -0.29], [-0.06, -0.22, 0.05], [-0.10, 0.15, 0.09], [-0.25, 0.15, 0.04], [0.00, -0.26, -0.05], [-0.17, 0.10, 0.02], [-0.04, 0.07, -0.01], [-0.02, -0.01, -0.03], [0.02, -0.03, -0.04], [0.02, 0.03, 0.02], [0.00, -0.01, 0.01], [-0.02, -0.05, 0.06], [-0.13, -0.16, -0.01], [-0.02, 0.00, 0.02], [0.01, 0.03, 0.01], [0.02, -0.03, 0.00], [-0.03, -0.02, 0.00], [0.02, -0.01, 0.02], [-0.01, 0.01, -0.03], [-0.04, 0.00, 0.01], [0.00, -0.01, -0.03], [0.01, 0.02, 0.02], [0.15, -0.10, -0.06], [-0.11, 0.16, 0.18], [0.01, -0.08, -0.03], [0.03, -0.10, -0.12], [0.02, 0.00, -0.09], [-0.34, -0.20, -0.02], [0.21, 0.25, -0.16], [0.31, 0.09, 0.00], [0.05, 0.03, 0.11], [-0.14, -0.15, -0.02], [-0.08, -0.04, 0.00], [-0.12, 0.01, -0.15], [0.17, -0.03, -0.07], [-0.16, -0.05, 0.14], [-0.01, 0.01, -0.07], [0.05, 0.13, -0.08], [0.14, 0.03, -0.08], [0.00, 0.01, 0.01], [-0.03, -0.02, 0.07], [-0.04, 0.07, -0.03], [0.02, 0.02, -0.03], [-0.03, 0.00, 0.00], [0.00, 0.03, 0.04], [0.00, -0.03, 0.00], [0.02, 0.08, 0.03], [-0.06, 0.00, -0.01], [0.02, 0.02, 0.08], [0.04, 0.03, -0.02], [-0.02, 0.01, -0.01], [0.01, 0.00, 0.01], [-0.01, -0.02, -0.02], [0.03, 0.05, -0.03], [0.08, -0.06, 0.03], [0.00, 0.05, -0.02], [-0.02, 0.01, 0.00], [-0.06, -0.01, 0.00], [0.02, -0.03, -0.02], [0.02, 0.03, 0.02], [-0.07, 0.00, -0.01], [0.02, -0.02, 0.01], [0.01, -0.06, 0.06], [0.00, -0.02, -0.01], [-0.05, -0.02, 0.07], [0.00, 0.01, -0.02]], "mulliken_spin": [1.008, 0.000, 0.000, 0.000, 0.000, 0.000, 0.000, 0.002, 0.000, -0.004, 0.000, 0.000, 0.000, 0.000, 0.000, 0.000, 0.005, 0.000, 0.000, 0.000, 0.000, 0.000, 0.000, 0.000, 0.000, 0.000, 0.000, 0.000, 0.000, -0.001, 0.000, -0.005, -0.004, 0.000, 0.000, 0.000, 0.000, 0.000, 0.000, 0.000, 0.000, -0.001, 0.004, 0.000, 0.000, 0.000, 0.000, 0.000, 0.000, 0.000, 0.000, 0.000, 0.000, 0.000, 0.000, 0.000, 0.000, -0.003, -0.002, 0.001, 0.000, 0.000, 0.000, 0.000, 0.000, 0.000, 0.000, 0.000, 0.000, 0.000, 0.000, 0.000, 0.000, 0.000, 0.000, 0.000, 0.000, 0.000, 0.000, 0.000, 0.000, 0.000, 0.000, 0.000, 0.000, 0.000, 0.000, 0.000, 0.000, 0.000, 0.000, 0.000, 0.000, 0.000, 0.000, 0.000], "homo_energy_ha": [-0.050, -0.050], "gap_ev": [5.26, 5.27], "spin_multiplicity": 2, "largest_force_ha_per_bohr": 0.02533, "s2": 0.751, "total_charge": -2}



Electronic energy in Eh, matching the order above: -4658.93382, -4391.14045
Energy above the lowest of the compared OMol25 structures with the same formula, charge and spin in kcal/mol, matching the order above: 37.24, 0.00